No. 1
C16H25BeN6SSi as an isolated structure, computed with ωB97M-V with the def2-TZVPD basis set.

CARTESIAN COORDINATES (ANGSTROEM)
Be1 0.764613 -0.297899 -1.089563
N1 0.035744 1.358296 -1.517492
N2 0.978001 2.247892 -2.046161
C1 2.222420 1.795601 -2.309242
N3 3.083477 2.663755 -2.833549
S1 2.651486 0.188293 -2.016264
H1 -0.680422 1.145424 -2.208453
H2 -0.404278 1.756526 -0.685999
H3 0.682322 3.182955 -2.281158
H4 2.834846 3.611473 -3.064508
H5 4.008657 2.346369 -3.068207
C2 2.020512 0.086473 2.744183
C3 2.042096 -0.077909 1.374103
N4 0.916596 -0.146345 0.652692
C4 -0.256453 -0.028093 1.277933
C5 -0.371343 0.209766 2.635690
C6 0.799797 0.231138 3.384188
C7 -1.699728 0.387973 3.245247
C8 -2.652167 1.252084 2.888700
C9 -2.641657 2.358075 1.912720
C10 -3.767438 3.174761 1.848210
C11 -3.737199 4.261329 0.992783
N5 -2.662053 4.558027 0.266658
C12 -1.641251 3.727319 0.402122
N6 -1.568489 2.631559 1.149019
H6 2.948267 0.109157 3.297459
H7 2.968115 -0.169628 0.822584
H8 -1.143164 -0.124503 0.664097
H9 0.757858 0.378260 4.456290
H10 -1.922284 -0.262949 4.084725
H11 -3.574696 1.204032 3.456134
H12 -4.638101 2.970545 2.455605
H13 -4.591349 4.920751 0.893652
H14 -0.751785 3.974377 -0.174331
C13 2.109569 -3.468713 -2.368454
Si1 0.535572 -3.289715 -1.360154
C14 0.984264 -3.489618 0.461067
C15 -0.655436 -4.660977 -1.824628
C16 -0.211261 -1.601630 -1.652723
H15 2.530087 -4.470661 -2.252302
H16 2.882261 -2.756342 -2.067162
H17 1.917089 -3.313355 -3.433033
H18 1.264337 -4.522088 0.683218
H19 0.145585 -3.231754 1.115414
H20 1.833769 -2.860809 0.741286
H21 -0.222141 -5.650915 -1.664849
H22 -0.938773 -4.587744 -2.877540
H23 -1.572592 -4.599544 -1.233376
H24 -1.190946 -1.598021 -1.148574
H25 -0.422335 -1.522998 -2.728060

Cartesian forces, eV/Å:
Be 0.1 0.0 0.0
N -0.1 -0.1 -0.1
N 0.1 0.0 0.1
C 0.0 -0.1 0.0
N 0.0 0.0 0.0
S -0.1 0.1 0.0
H 0.0 0.0 0.0
H 0.0 0.0 0.0
H 0.0 0.0 0.0
H 0.0 0.0 0.0
H 0.0 0.0 0.0
C 0.0 0.0 0.0
C 0.0 0.0 -0.1
N -0.1 0.1 0.0
C 0.1 0.0 0.0
C 0.0 0.0 0.0
C 0.0 0.0 0.0
C -0.1 0.1 0.0
C 0.0 -0.1 0.0
C 0.0 0.1 0.0
C 0.0 0.0 0.0
C 0.0 0.0 0.0
N 0.0 0.0 0.0
C 0.0 -0.1 -0.1
N 0.0 0.0 0.0
H 0.0 0.0 0.0
H 0.0 0.0 0.0
H 0.0 0.0 0.0
H 0.0 0.0 0.0
H 0.0 0.0 0.0
H 0.0 0.0 0.0
H 0.0 0.0 0.0
H 0.0 0.0 0.0
H 0.0 0.0 0.0
C 0.0 0.0 0.0
Si 0.0 0.0 0.0
C 0.0 0.0 0.0
C 0.0 0.0 0.0
C 0.0 0.0 0.1
H 0.0 0.0 0.0
H 0.0 0.0 0.0
H 0.0 0.0 0.0
H 0.0 0.0 0.0
H 0.0 0.0 0.0
H 0.0 0.0 0.0
H 0.0 0.0 0.0
H 0.0 0.0 0.0
H 0.0 0.0 0.0
H 0.0 0.0 0.0
H 0.0 0.0 0.0

Calculated values
Strongest force on any atom: 0.2 eV Å⁻¹
Total charge: +1
E_HOMO: -11.4581 eV
Kohn-Sham gap: 8.173 eV

---

No. 2
A 2-piece molecular cluster, C4H10O2 overall at a distorted geometry, computed with ωB97M-V with the def2-TZVPD basis set.

CARTESIAN COORDINATES (ANGSTROEM)
O1 -1.466103 -2.405512 -0.918890
C1 -0.589459 -1.766642 -0.405549
C2 -0.831360 -0.444965 0.337404
C3 -2.049777 0.328138 -0.103953
C4 -2.288475 1.535524 0.798538
H1 0.409621 -2.246470 -0.244753
H2 0.040384 0.172096 0.082625
H3 -0.669200 -0.769973 1.371091
H4 -2.957190 -0.280963 -0.184598
H5 -1.962440 0.659411 -1.139200
H6 -2.112127 2.495692 0.296279
H7 -3.254860 1.602299 1.291863
H8 -1.521274 1.622187 1.577626
H9 6.606213 -0.164958 -1.680451
H10 6.297526 0.208969 -0.226559
O2 6.348524 -0.544827 -0.851472

Cartesian forces, eV/Å:
O 0.0 0.1 -0.6
C -0.5 -0.2 1.2
C 1.4 -0.8 -1.8
C -1.2 0.0 0.3
C 0.7 1.2 0.3
H -0.1 0.4 -0.3
H 0.1 0.0 0.3
H -0.6 0.5 0.2
H 0.3 -0.2 0.5
H 0.6 0.0 0.0
H -0.4 -0.2 -0.3
H -0.1 -0.2 -0.1
H -0.2 -0.5 0.2
H 0.2 0.3 -0.7
H 0.1 -0.7 -0.6
O -0.3 0.4 1.3

Calculated values
Strongest force on any atom: 2.4 eV Å⁻¹
SMILES string: CCCC=O.O
E_HOMO: -9.6655 eV
Kohn-Sham gap: 10.504 eV
Energy relative to the best compared isomer or geometry (same formula, charge and spin): 1.2290 eV

---

No. 3
C32H20Cl2NO9PSV as an isolated structure at a distorted geometry, computed with ωB97M-V with the def2-TZVPD basis set.

CARTESIAN COORDINATES (ANGSTROEM)
V1 -0.230991 1.213942 0.323958
O1 -0.944925 -0.089725 3.868840
S1 -0.734168 -0.393394 2.504670
O2 -1.795843 -0.126764 1.512858
O3 0.476059 0.401181 1.888088
C1 -0.223598 -2.023975 2.216128
C2 -0.024875 -2.917890 3.248432
C3 0.416296 -4.197808 2.925801
C4 0.661883 -4.538587 1.606474
C5 0.476874 -3.613945 0.580929
C6 0.016156 -2.340986 0.876749
P1 -0.161721 -1.118871 -0.466931
C7 -1.527675 -1.596282 -1.509306
C8 -2.392954 -2.604820 -1.081994
C9 -3.460788 -2.978184 -1.881941
C10 -3.669119 -2.347388 -3.099700
C11 -2.817903 -1.332656 -3.518418
C12 -1.754096 -0.944331 -2.724283
C13 1.423703 -1.217178 -1.291050
C14 1.566866 -1.336618 -2.671190
C15 2.841655 -1.313168 -3.224178
C16 3.955967 -1.163152 -2.413496
C17 3.818062 -1.060427 -1.030829
C18 2.557057 -1.088408 -0.471510
H1 -0.211604 -2.619579 4.270746
H2 0.576587 -4.923296 3.711216
H3 1.012446 -5.533000 1.365882
H4 0.699343 -3.889924 -0.442530
H5 -2.240018 -3.100991 -0.133287
H6 -4.126710 -3.764515 -1.554028
H7 -4.501910 -2.643244 -3.723550
H8 -2.985551 -0.835727 -4.464066
H9 -1.119949 -0.131367 -3.050240
H10 0.704759 -1.447045 -3.314163
H11 2.957811 -1.399266 -4.296077
H12 4.944178 -1.112747 -2.850642
H13 4.691641 -0.913474 -0.412972
H14 2.449832 -0.992195 0.604079
Cl1 -6.026636 3.946869 3.887427
C19 -4.590538 3.468601 3.061149
C20 -3.356072 3.758219 3.622991
C21 -2.188032 3.387307 2.963814
Cl2 -0.654689 3.750387 3.655699
C22 -2.294039 2.738377 1.753314
O4 -1.160946 2.435817 1.046946
C23 -3.522440 2.414520 1.198065
C24 -3.604850 1.617985 -0.043954
O5 -2.661759 1.071596 -0.574661
C25 -4.686251 2.794731 1.849456
H15 -3.296020 4.274606 4.570547
H16 -4.610449 1.521109 -0.481218
H17 -5.654352 2.555477 1.429558
O6 6.433721 3.300907 -0.994273
C26 5.707825 2.341472 -0.823198
O7 5.890975 1.092946 -0.873626
C27 4.248171 2.403118 -0.512699
C28 3.766373 2.439058 0.809583
C29 2.447922 2.216406 1.082226
N1 1.550095 1.988202 0.088725
C30 1.991828 2.054865 -1.208213
C31 3.284604 2.262459 -1.545194
C32 0.902306 1.799331 -2.177104
O8 0.920744 1.775113 -3.358889
O9 -0.240689 1.523871 -1.431168
H18 4.453095 2.619545 1.625341
H19 2.057085 2.196166 2.089599
H20 3.570239 2.286743 -2.588714

Cartesian forces, eV/Å:
V -1.8 -0.7 -1.0
O 0.0 -0.1 0.1
S 0.4 0.5 -0.6
O 0.5 0.2 0.5
O -0.1 -0.3 0.7
C 0.0 -0.1 0.0
C 0.0 -0.1 -0.1
C 0.0 0.0 0.1
C 0.0 0.0 -0.1
C 0.0 -0.1 0.0
C -0.1 0.1 0.1
P 0.3 -0.4 -0.1
C -0.1 0.0 0.0
C 0.0 0.0 0.0
C 0.0 0.0 0.0
C 0.0 0.0 0.0
C 0.0 0.0 0.0
C 0.0 0.0 0.0
C 0.1 0.0 0.0
C 0.1 0.0 0.0
C 0.0 0.0 0.0
C 0.0 0.0 0.0
C 0.0 0.0 0.0
C 0.0 0.0 0.0
H 0.0 0.0 0.0
H 0.0 0.0 0.0
H 0.0 0.0 0.0
H 0.0 0.0 0.0
H 0.0 0.0 0.0
H 0.0 0.0 0.0
H 0.0 0.0 0.0
H 0.0 0.0 0.0
H 0.0 0.0 0.0
H 0.0 0.0 0.0
H 0.0 0.0 0.0
H 0.0 0.0 0.0
H 0.0 0.0 0.0
H 0.0 0.0 0.0
Cl 0.1 0.0 0.0
C -0.1 0.0 0.0
C 0.0 0.0 -0.1
C -0.2 0.3 0.4
Cl -0.1 -0.1 -0.1
C 0.7 -0.5 -0.8
O -0.2 1.1 0.9
C -0.4 -0.1 -0.1
C 0.0 0.2 0.2
O 0.1 0.0 -0.2
C 0.1 0.0 0.1
H 0.0 0.0 0.0
H 0.0 0.0 0.0
H 0.0 0.0 0.0
O -0.3 0.0 0.1
C 0.7 -0.2 -0.4
O -0.1 0.1 0.1
C -0.6 0.1 0.1
C 0.2 0.0 0.0
C -0.2 -0.1 -0.1
N 0.4 -0.1 -0.1
C 0.0 0.1 0.3
C 0.2 0.1 0.0
C -0.3 -0.3 0.3
O 0.0 0.1 0.0
O 0.6 0.2 -0.2
H 0.0 0.0 0.0
H 0.0 0.0 0.0
H 0.0 0.0 0.0

Calculated values
Strongest force on any atom: 2.1 eV Å⁻¹
Total charge: +1
E_HOMO (spin up / spin down): -10.9835 / -10.9822 eV
Kohn-Sham gap (spin up / spin down): 5.134 / 5.127 eV
Energy relative to the best compared isomer or geometry (same formula, charge and spin): 0.0000 eV

---

Which value of strongest force on any atom does entry 3 give? 2.1 eV Å⁻¹

---

Which value of strongest force on any atom does entry 2 give? 2.4 eV Å⁻¹

---

Repeat the second record exactly.
A 2-piece molecular cluster, C4H10O2 overall at a distorted geometry, computed with ωB97M-V with the def2-TZVPD basis set.

CARTESIAN COORDINATES (ANGSTROEM)
O1 -1.466103 -2.405512 -0.918890
C1 -0.589459 -1.766642 -0.405549
C2 -0.831360 -0.444965 0.337404
C3 -2.049777 0.328138 -0.103953
C4 -2.288475 1.535524 0.798538
H1 0.409621 -2.246470 -0.244753
H2 0.040384 0.172096 0.082625
H3 -0.669200 -0.769973 1.371091
H4 -2.957190 -0.280963 -0.184598
H5 -1.962440 0.659411 -1.139200
H6 -2.112127 2.495692 0.296279
H7 -3.254860 1.602299 1.291863
H8 -1.521274 1.622187 1.577626
H9 6.606213 -0.164958 -1.680451
H10 6.297526 0.208969 -0.226559
O2 6.348524 -0.544827 -0.851472

Cartesian forces, eV/Å:
O 0.0 0.1 -0.6
C -0.5 -0.2 1.2
C 1.4 -0.8 -1.8
C -1.2 0.0 0.3
C 0.7 1.2 0.3
H -0.1 0.4 -0.3
H 0.1 0.0 0.3
H -0.6 0.5 0.2
H 0.3 -0.2 0.5
H 0.6 0.0 0.0
H -0.4 -0.2 -0.3
H -0.1 -0.2 -0.1
H -0.2 -0.5 0.2
H 0.2 0.3 -0.7
H 0.1 -0.7 -0.6
O -0.3 0.4 1.3

Calculated values
Strongest force on any atom: 2.4 eV Å⁻¹
SMILES string: CCCC=O.O
E_HOMO: -9.6655 eV
Kohn-Sham gap: 10.504 eV
Energy relative to the best compared isomer or geometry (same formula, charge and spin): 1.2290 eV

---

Copy entry 2 word for word.
A 2-piece molecular cluster, C4H10O2 overall at a distorted geometry, computed with ωB97M-V with the def2-TZVPD basis set.

CARTESIAN COORDINATES (ANGSTROEM)
O1 -1.466103 -2.405512 -0.918890
C1 -0.589459 -1.766642 -0.405549
C2 -0.831360 -0.444965 0.337404
C3 -2.049777 0.328138 -0.103953
C4 -2.288475 1.535524 0.798538
H1 0.409621 -2.246470 -0.244753
H2 0.040384 0.172096 0.082625
H3 -0.669200 -0.769973 1.371091
H4 -2.957190 -0.280963 -0.184598
H5 -1.962440 0.659411 -1.139200
H6 -2.112127 2.495692 0.296279
H7 -3.254860 1.602299 1.291863
H8 -1.521274 1.622187 1.577626
H9 6.606213 -0.164958 -1.680451
H10 6.297526 0.208969 -0.226559
O2 6.348524 -0.544827 -0.851472

Cartesian forces, eV/Å:
O 0.0 0.1 -0.6
C -0.5 -0.2 1.2
C 1.4 -0.8 -1.8
C -1.2 0.0 0.3
C 0.7 1.2 0.3
H -0.1 0.4 -0.3
H 0.1 0.0 0.3
H -0.6 0.5 0.2
H 0.3 -0.2 0.5
H 0.6 0.0 0.0
H -0.4 -0.2 -0.3
H -0.1 -0.2 -0.1
H -0.2 -0.5 0.2
H 0.2 0.3 -0.7
H 0.1 -0.7 -0.6
O -0.3 0.4 1.3

Calculated values
Strongest force on any atom: 2.4 eV Å⁻¹
SMILES string: CCCC=O.O
E_HOMO: -9.6655 eV
Kohn-Sham gap: 10.504 eV
Energy relative to the best compared isomer or geometry (same formula, charge and spin): 1.2290 eV